1.
{"formula": "C30H59BN2O5PS", "method": "the ωB97M-V functional and the def2-TZVPD basis", "orbital_gap_ha": 0.247, "molar_mass_g_mol": 601.664, "e_homo_ha": -0.1660, "charge": -1, "lumo_ev": 2.21, "energy_ha": -2428.56660, "multiplicity": 1, "symbols": ["C", "C", "C", "C", "C", "C", "C", "C", "C", "C", "C", "C", "C", "C", "C", "C", "C", "O", "P", "N", "C", "C", "C", "C", "C", "C", "C", "C", "O", "C", "S", "B", "N", "O", "H", "H", "H", "H", "H", "H", "H", "H", "H", "H", "H", "H", "H", "H", "H", "H", "H", "H", "H", "H", "H", "H", "H", "H", "H", "H", "H", "H", "H", "H", "H", "H", "H", "H", "H", "H", "H", "H", "H", "H", "H", "H", "H", "H", "H", "H", "H", "H", "H", "H", "H", "O", "C", "O", "C", "C", "C", "H", "H", "H", "H", "H", "H", "H", "H"], "positions_angstrom": [[13.071, -2.245, 0.641], [11.560, -2.444, 0.246], [10.973, -1.222, -0.615], [9.882, -0.412, 0.178], [8.781, 0.266, -0.763], [7.383, 0.225, -0.033], [6.444, 1.464, -0.406], [5.898, 1.311, -1.880], [4.475, 1.955, -2.148], [4.085, 3.148, -1.200], [2.565, 3.588, -1.443], [1.567, 2.822, -0.497], [0.174, 3.580, -0.288], [-0.174, 3.468, 1.246], [-1.648, 3.868, 1.618], [-2.764, 2.864, 1.118], [-2.339, 1.361, 1.054], [-3.128, 0.807, -0.041], [-2.751, -0.898, -0.083], [-4.390, -1.481, 0.203], [-3.033, -0.682, -2.013], [-4.509, -1.130, -2.476], [-5.710, -0.241, -2.500], [-7.015, -0.839, -2.937], [-7.130, -2.252, -3.328], [-5.950, -3.129, -3.297], [-5.955, -4.655, -3.647], [-4.663, -2.546, -2.879], [-2.545, -0.918, 1.683], [-2.674, 0.382, 2.259], [-4.378, 0.659, 3.052], [-1.687, 0.442, 3.575], [-2.133, 0.160, 4.976], [-0.339, 0.813, 3.422], [13.305, -1.230, 1.054], [13.787, -2.450, -0.203], [13.313, -3.001, 1.439], [11.388, -3.413, -0.285], [10.981, -2.478, 1.208], [11.881, -0.606, -0.889], [10.576, -1.645, -1.577], [10.361, 0.361, 0.848], [9.373, -1.140, 0.876], [9.109, 1.308, -1.038], [8.762, -0.379, -1.689], [7.601, 0.326, 1.071], [6.820, -0.731, -0.197], [7.124, 2.358, -0.391], [5.655, 1.486, 0.384], [6.698, 1.644, -2.590], [5.779, 0.199, -2.056], [3.689, 1.153, -2.189], [4.513, 2.386, -3.193], [4.186, 2.935, -0.109], [4.733, 4.021, -1.498], [2.359, 3.329, -2.523], [2.475, 4.711, -1.376], [2.068, 2.762, 0.514], [1.441, 1.777, -0.879], [-0.592, 3.134, -0.970], [0.395, 4.663, -0.518], [0.517, 4.159, 1.803], [0.102, 2.426, 1.574], [-1.850, 4.853, 1.097], [-1.680, 4.082, 2.719], [-3.660, 3.028, 1.785], [-3.122, 3.155, 0.090], [-1.295, 1.084, 0.751], [-2.454, -2.321, -0.285], [-1.343, -0.741, -0.386], [-4.388, -2.477, -0.043], [-4.626, -1.493, 1.200], [-2.219, -1.180, -2.603], [-2.991, 0.419, -2.253], [-5.630, 0.828, -2.197], [-7.955, -0.232, -2.955], [-8.105, -2.707, -3.638], [-6.812, -5.142, -3.119], [-5.951, -4.795, -4.755], [-5.015, -5.087, -3.222], [-3.765, -3.206, -2.867], [-4.374, 1.885, 3.663], [-2.618, 0.957, 5.382], [-2.683, -0.695, 5.030], [-0.044, 1.046, 4.324], [-10.370, -0.299, 2.710], [-9.412, -0.940, 2.349], [-9.096, -0.996, 1.047], [-7.891, -1.592, 0.536], [-8.060, -3.090, 0.384], [-8.611, -1.755, 3.332], [-7.032, -1.323, 1.151], [-7.702, -1.154, -0.445], [-8.259, -3.574, 1.343], [-7.162, -3.535, -0.048], [-8.910, -3.313, -0.265], [-9.128, -2.697, 3.517], [-8.539, -1.193, 4.262], [-7.592, -1.954, 3.012]], "forces_ev_per_a": [[0.1, -0.9, 0.1], [0.0, 1.0, 0.2], [0.9, -0.7, 0.3], [-0.1, -0.1, -0.4], [0.4, -1.2, 0.5], [0.1, 1.5, 0.2], [1.0, -1.2, -0.5], [-0.4, -0.9, 0.7], [0.6, 0.4, -0.4], [-0.9, 0.4, -0.8], [0.6, -0.5, -0.6], [0.3, 0.8, 0.0], [1.4, -0.4, 0.5], [-0.2, -0.1, -0.2], [0.4, 0.2, -0.8], [0.5, 0.4, 0.6], [-1.9, -0.7, -0.8], [1.0, -0.3, 2.1], [-0.6, -1.2, -2.7], [-1.7, -0.4, 0.7], [-2.2, 0.4, -0.9], [-0.5, -0.8, -0.7], [-0.3, -3.2, -1.1], [2.1, -0.9, 0.2], [1.9, 0.3, 0.6], [0.9, 2.0, 0.8], [0.1, 1.1, 0.6], [-2.1, 1.4, -0.2], [0.1, 1.7, 1.0], [2.0, 0.3, 0.3], [-1.2, -0.2, -0.7], [0.7, 0.1, -0.3], [1.1, 0.1, -0.6], [-1.5, 0.3, 0.6], [-0.4, -0.8, -0.4], [-0.8, 0.3, 0.6], [-0.1, 0.7, -0.7], [0.3, 0.8, 0.5], [0.4, -0.1, -0.9], [-1.1, -0.3, 0.1], [0.1, 0.6, 0.9], [-0.4, -0.7, -0.7], [0.3, 0.7, -0.8], [-0.5, -1.0, 0.2], [-0.1, 0.9, 0.7], [-0.3, -0.3, -1.0], [0.7, 0.7, 0.1], [-1.0, -0.5, 0.4], [0.5, 0.3, -0.9], [-0.8, -0.1, 0.5], [0.2, 1.1, 0.0], [0.7, 0.8, 0.4], [-0.2, -0.4, 1.0], [0.2, 0.1, -0.9], [-0.4, -0.8, 0.6], [-0.1, 0.4, 1.0], [0.0, -1.1, 0.2], [-0.5, 0.0, -0.9], [-0.1, 0.8, 0.4], [0.4, 0.6, 0.7], [-0.7, -1.0, 0.0], [-0.5, -0.6, -0.5], [-0.6, 1.1, -0.1], [0.2, -0.8, 0.7], [-0.2, -0.4, -0.8], [0.8, -0.5, -0.7], [0.6, -0.4, 1.0], [-0.4, 1.0, 0.7], [0.5, 0.1, 0.4], [0.0, 1.0, 0.7], [0.0, 0.6, -0.1], [0.2, 0.3, -0.5], [-0.9, 0.0, 0.4], [0.2, -1.1, 0.4], [-0.1, -1.1, -0.2], [1.1, -0.5, 0.0], [0.9, 0.7, 0.4], [0.5, 0.2, -0.8], [-0.3, -0.1, 0.9], [-0.8, 0.2, -0.5], [-0.7, 0.6, 0.1], [0.6, -0.6, -0.5], [-0.1, -0.6, 0.0], [-0.3, 0.6, 0.1], [0.1, -0.5, -0.5], [0.2, -0.1, -0.2], [-0.1, -0.2, 0.0], [-0.3, 0.5, -0.1], [0.3, -0.4, 0.0], [-0.1, -0.1, 0.1], [0.5, 0.2, 0.2], [-0.1, 0.0, 0.0], [-0.2, 0.1, 0.2], [0.1, 0.0, 0.0], [0.0, 0.1, 0.0], [0.1, 0.1, -0.1], [0.0, 0.1, 0.0], [-0.2, -0.1, 0.0], [0.0, -0.1, -0.1]], "mulliken_charge": [-1.130, -0.454, -0.435, -0.846, -0.327, -0.900, -0.449, -0.503, -0.772, -0.428, -0.605, -0.666, -0.431, -0.761, -0.986, -0.934, 0.618, -0.752, 0.050, -0.292, -1.353, 0.642, -0.358, -0.597, -0.431, 0.782, -1.311, -0.697, -0.774, 0.288, -0.327, 0.519, -0.686, -0.554, 0.311, 0.289, 0.334, 0.273, 0.310, 0.316, 0.318, 0.202, 0.437, 0.301, 0.263, 0.403, 0.291, 0.190, 0.290, 0.312, 0.285, 0.335, 0.236, 0.312, 0.253, 0.231, 0.427, 0.228, 0.249, 0.291, 0.449, 0.490, 0.334, 0.350, 0.318, 0.301, 0.357, 0.094, 0.222, 0.067, 0.321, 0.105, 0.489, 0.303, 0.361, 0.318, 0.318, 0.305, 0.311, 0.316, 0.191, 0.104, 0.243, 0.261, 0.265, -0.622, 0.715, -0.422, 0.662, -1.022, -0.761, 0.114, -0.314, 0.336, 0.239, 0.290, 0.223, 0.294, 0.246]}

---

2.
{"formula": "C24H44Cl3LaN2O4Si", "method": "the ωB97M-V functional and the def2-TZVPD basis", "orbital_gap_ha": 0.306, "e_above_lowest_kj_mol": 0.00, "molar_mass_g_mol": 697.977, "e_homo_ha": -0.2995, "charge": 0, "lumo_ev": 0.17, "energy_ha": -3053.31522, "multiplicity": 1, "symbols": ["C", "C", "H", "H", "H", "C", "C", "H", "H", "H", "H", "La", "Cl", "Cl", "H", "H", "C", "C", "N", "H", "C", "O", "H", "H", "H", "H", "H", "H", "C", "C", "N", "H", "C", "O", "H", "H", "H", "H", "O", "C", "C", "C", "H", "C", "H", "C", "H", "C", "C", "H", "H", "H", "Si", "Cl", "C", "C", "C", "H", "H", "H", "H", "H", "H", "H", "H", "H", "C", "C", "C", "O", "C", "H", "H", "H", "H", "H", "H", "H", "H"], "positions_angstrom": [[0.066, 3.196, -3.413], [-0.566, 3.725, -2.165], [-0.252, 3.772, -4.285], [-0.177, 2.132, -3.592], [1.163, 3.262, -3.334], [-1.566, 4.619, -2.103], [-2.141, 5.330, -3.282], [-1.931, 4.940, -1.123], [-1.939, 4.818, -4.235], [-1.735, 6.355, -3.346], [-3.231, 5.426, -3.174], [0.097, -0.416, -0.528], [2.731, 0.297, -0.292], [-0.215, -1.466, -2.903], [1.547, -5.434, 2.470], [3.764, -5.297, 1.196], [1.015, -5.121, 1.562], [3.176, -5.011, 0.316], [1.936, -4.366, 0.717], [0.151, -4.496, 1.807], [1.647, -3.151, 0.284], [0.571, -2.550, 0.580], [3.724, -4.286, -0.294], [2.409, -2.675, -0.359], [0.700, -6.031, 1.036], [2.975, -5.919, -0.264], [-2.183, 1.459, -2.799], [-4.027, 3.126, -1.225], [-2.992, 0.748, -2.562], [-4.520, 2.141, -1.194], [-3.552, 1.054, -1.249], [-2.582, -0.267, -2.588], [-3.225, 0.384, -0.145], [-2.359, -0.528, -0.108], [-5.086, 2.055, -0.257], [-3.780, 0.690, 0.768], [-3.798, 0.866, -3.297], [-5.196, 2.057, -2.055], [-0.494, 1.758, -0.893], [-0.046, 3.046, -0.914], [-1.569, 3.569, 1.082], [-0.359, 3.769, 0.405], [-2.245, 2.776, 0.742], [-1.880, 4.397, 2.168], [1.054, 3.038, -0.997], [0.595, 4.653, 0.906], [-2.841, 4.258, 2.669], [-0.977, 5.369, 2.604], [0.275, 5.488, 1.975], [1.572, 4.675, 0.410], [-1.237, 6.014, 3.446], [0.999, 6.222, 2.328], [1.277, -3.108, -5.597], [0.699, -1.149, -6.019], [-0.295, -4.076, -5.233], [2.720, -2.964, -4.400], [1.942, -3.967, -7.153], [-0.939, -3.588, -4.489], [-0.056, -5.089, -4.878], [-0.867, -4.184, -6.168], [1.156, -4.089, -7.914], [2.301, -4.962, -6.851], [2.779, -3.403, -7.587], [2.448, -2.352, -3.528], [3.571, -2.475, -4.898], [3.076, -3.941, -4.042], [0.345, -0.483, 4.297], [-1.163, -0.174, 4.257], [-1.511, 0.053, 2.782], [-0.295, -0.115, 2.010], [0.858, -0.057, 2.920], [0.871, 0.041, 5.097], [0.501, -1.559, 4.448], [-1.391, 0.718, 4.845], [-1.746, -1.001, 4.667], [-2.269, -0.639, 2.397], [-1.867, 1.077, 2.605], [1.202, 0.991, 2.934], [1.664, -0.686, 2.513]], "forces_ev_per_a": [[0.1, 0.0, -0.4], [-0.8, 0.3, 0.6], [0.2, -0.2, 0.0], [0.1, 0.4, 0.2], [-0.3, 0.0, 0.0], [0.8, -0.2, -0.1], [-0.4, 0.2, -0.3], [0.1, -0.1, -0.3], [-0.1, 0.2, 0.4], [-0.2, -0.3, 0.0], [0.2, 0.0, -0.1], [-0.2, 1.7, 0.3], [0.2, -0.2, 0.1], [-0.1, -0.6, -0.6], [-0.2, 0.1, -0.1], [-0.1, 0.2, -0.2], [0.2, -0.1, 0.0], [0.0, 0.1, 0.0], [0.0, -0.2, 0.0], [0.3, -0.2, -0.1], [-1.5, 0.7, 0.4], [1.8, -1.4, -0.2], [0.1, -0.4, 0.1], [-0.2, -0.1, 0.2], [0.0, 0.3, 0.1], [0.0, 0.2, 0.0], [-0.3, -0.3, 0.2], [0.0, -0.4, 0.0], [0.3, 0.2, -0.2], [0.0, 0.1, 0.2], [-0.3, -0.3, 0.6], [-0.2, 0.3, 0.0], [0.7, -0.4, -0.7], [-1.3, 0.8, 0.2], [0.0, 0.1, -0.3], [0.2, -0.1, -0.4], [0.2, -0.2, 0.1], [0.1, 0.0, 0.3], [-0.3, -1.3, 0.1], [0.4, 0.2, 0.7], [0.4, 0.5, 0.1], [0.0, -0.3, -0.5], [0.2, 0.4, 0.0], [0.0, -0.4, -0.1], [0.1, 0.2, 0.0], [-0.4, 0.2, 0.0], [0.3, 0.2, 0.0], [0.2, 0.0, -0.2], [-0.2, -0.2, 0.2], [-0.3, 0.2, 0.2], [0.1, -0.2, -0.3], [-0.2, -0.2, 0.0], [0.0, -0.3, -0.7], [0.2, -0.1, -0.4], [-0.1, 0.0, 0.4], [-0.1, 0.0, 0.4], [0.0, 0.4, 0.2], [0.2, -0.1, -0.2], [0.0, 0.2, -0.1], [0.3, 0.1, 0.2], [0.3, 0.0, 0.2], [-0.1, 0.2, -0.2], [-0.2, -0.2, 0.0], [0.0, -0.2, -0.2], [-0.3, -0.1, 0.0], [-0.1, 0.1, -0.1], [0.0, -0.5, -0.4], [0.0, 0.1, 0.1], [0.1, 0.4, -0.3], [0.3, -0.4, 1.2], [-0.3, 0.5, -0.2], [-0.1, 0.0, -0.1], [0.0, 0.2, -0.1], [0.0, -0.1, -0.1], [0.1, 0.1, 0.0], [0.4, 0.0, 0.0], [0.1, -0.1, 0.1], [0.0, -0.3, 0.0], [-0.4, 0.2, 0.0]], "mulliken_charge": [-1.446, 0.095, 0.405, 0.182, 0.371, 0.232, -1.519, 0.467, 0.383, 0.267, 0.329, 2.157, -0.710, -0.661, 0.325, 0.326, -0.872, -0.879, 0.216, 0.200, 0.527, -1.007, 0.256, 0.103, 0.332, 0.323, 0.256, 0.184, -1.157, -0.804, 0.413, 0.254, -0.036, -0.662, 0.326, 0.348, 0.429, 0.335, -0.731, 0.305, 0.264, -0.192, 0.478, -0.898, 0.552, -0.795, 0.393, -0.528, -0.607, 0.435, 0.372, 0.400, 0.590, -0.308, -0.860, -0.714, -0.990, 0.198, 0.296, 0.273, 0.269, 0.299, 0.274, 0.038, 0.290, 0.306, -0.507, -0.669, -0.105, 0.231, -0.554, 0.319, 0.235, 0.336, 0.259, 0.376, -0.169, 0.252, 0.299]}

---

3.
{"formula": "C8H18NO4S", "method": "the ωB97M-V functional and the def2-TZVPD basis", "orbital_gap_ha": 0.393, "e_above_lowest_kj_mol": 826.26, "smiles": "COCCC[NH2+][C@@H]1CS(=O)(=O)C[C@@H]1O", "molar_mass_g_mol": 224.302, "e_homo_ha": -0.5035, "charge": 1, "lumo_ev": -3.01, "energy_ha": -1068.97687, "multiplicity": 1, "symbols": ["C", "H", "H", "H", "O", "C", "C", "C", "N", "H", "C", "C", "H", "H", "S", "O", "O", "C", "H", "H", "C", "O", "H", "H", "H", "H", "H", "H", "H", "H", "H", "H"], "positions_angstrom": [[-1.733, -2.362, 1.129], [-1.970, -1.820, 1.920], [-0.640, -2.690, 1.209], [-2.437, -3.193, 0.791], [-1.604, -1.681, -0.230], [-2.831, -0.811, -0.346], [-2.728, 0.583, 0.293], [-1.438, 1.404, -0.613], [-0.240, 0.738, -0.100], [0.084, 1.009, 0.933], [0.975, 1.120, -0.808], [1.338, -0.284, -1.579], [2.226, -0.437, -2.353], [0.627, -0.862, -1.831], [2.189, -1.254, -0.171], [1.060, -1.509, 1.016], [3.099, -2.467, -0.351], [3.061, 0.198, 0.581], [4.163, 0.356, -0.069], [3.212, 0.243, 1.692], [2.157, 1.419, 0.004], [1.472, 2.145, 1.352], [2.245, 2.593, 1.808], [2.726, 2.208, -0.300], [0.810, 1.872, -1.801], [-0.344, -0.304, 0.078], [-1.452, 1.094, -1.578], [-1.341, 2.607, -0.271], [-2.634, 0.670, 1.326], [-3.499, 1.233, -0.067], [-2.841, -0.601, -1.540], [-3.712, -1.216, -0.126]], "forces_ev_per_a": [[3.0, -4.6, -6.6], [-1.5, 2.9, 3.2], [-1.9, -0.2, 0.4], [0.9, 0.8, 1.5], [-2.8, 2.1, 2.5], [5.1, 2.5, -4.6], [2.6, 1.2, -4.7], [-1.6, 1.6, 7.3], [2.1, 1.2, 4.2], [-1.5, 0.0, -1.9], [0.4, -2.4, -6.6], [8.5, 3.0, 2.1], [-2.0, 1.3, 1.2], [-5.7, -3.8, -1.9], [-0.9, -3.8, 6.5], [3.6, 1.5, -4.9], [-2.9, 4.2, -0.7], [1.7, 1.9, -4.0], [-3.1, -0.8, 2.2], [-0.4, -0.6, -1.3], [-0.8, -0.1, 6.8], [2.3, -0.8, -2.0], [-1.4, -0.8, -0.7], [1.6, 1.7, -1.5], [0.1, -1.6, 3.4], [-0.2, 0.1, -0.9], [-0.8, 0.0, -3.1], [-0.5, -3.4, -1.6], [0.5, 0.1, 1.8], [-1.1, -0.1, 0.2], [-0.3, -0.6, 2.7], [-3.3, -2.5, 1.2]], "mulliken_charge": [-0.863, 0.399, 0.265, 0.319, -0.340, -0.487, -0.690, -0.959, 0.126, 0.614, -0.105, -1.067, 0.370, 0.647, 0.972, -0.663, -0.619, -0.595, 0.302, 0.392, -0.460, -0.679, 0.349, 0.706, 0.429, 0.227, 0.582, 0.283, 0.392, 0.391, 0.229, 0.532]}

---

Look up the charge of the second one. 0

---

Which value of charge does entry 2 give? 0